Entry from the Open Molecules 2025 dataset: C36H44N2SiTi as an isolated structure (ωB97M-V with the def2-TZVPD basis set).

CARTESIAN COORDINATES (ANGSTROEM)
H  3.05648  -0.17464  5.21162
H  -0.02041  -0.12056  -2.34317
H  -3.35106  -0.87782  0.26258
H  0.91255  -2.72778  4.14819
H  -3.76544  -2.19702  6.87663
C  -3.76825  -1.42636  2.35698
C  3.01595  -2.95613  5.54231
C  4.97529  -2.77699  4.01257
H  -0.38919  2.05805  -1.81575
H  -1.22238  -2.44574  4.45118
H  3.72936  -3.09854  6.36501
H  2.73110  -3.94534  5.16184
H  -2.76027  -0.28120  -3.19184
C  -1.73333  -2.06964  3.57634
C  -4.28796  -0.22995  5.00560
N  -1.70248  -1.57304  1.29744
H  5.58560  -1.95503  -5.55159
Ti  -0.57625  -0.54750  0.13707
H  5.55632  -2.13009  3.35285
H  1.21192  1.55296  -4.14475
H  -2.01814  1.58773  2.18026
H  4.24681  -1.16309  1.94575
H  -2.67292  1.71171  -0.48143
C  -0.55586  -1.94090  -1.14965
C  1.34244  -2.20886  3.31571
C  3.19967  -1.37571  2.07641
H  -3.38748  3.15359  -5.73845
C  3.65245  -2.11742  4.42630
C  -0.45601  1.61364  -0.82887
H  -5.75470  -2.56055  5.55188
C  3.05633  -0.02464  -4.35431
C  -3.01266  -1.26663  1.23240
H  2.87746  1.04703  -4.19288
H  -4.95402  -3.56167  4.30448
C  3.97779  -0.70891  4.95793
H  -2.24592  -1.59973  6.16561
H  -1.65018  -1.75714  -1.19562
H  0.67673  1.51486  2.33306
H  4.98673  0.44700  -5.14616
H  -4.05270  1.77665  -3.76887
C  -5.21069  -2.53830  4.60468
C  -3.92976  -1.71380  4.79540
C  -2.76740  2.32851  -5.38912
H  0.38777  1.14720  -5.88990
H  4.79568  -3.72590  3.50161
C  2.33085  -0.98939  1.08054
H  -4.89934  0.14574  4.17678
C  4.28735  -0.34864  -4.90900
C  2.00224  -0.96440  -4.12745
N  1.00246  -1.20417  1.22263
C  -0.98392  -1.87017  2.42957
H  -4.84334  -0.14431  5.94134
Si  0.61951  0.25320  -3.83122
H  1.67143  1.55241  -0.15208
H  -1.20962  2.69235  -6.89534
C  4.60251  -1.70262  -5.12372
H  -4.83929  -1.22989  2.26714
H  4.50372  -0.13012  4.19173
H  4.60899  -0.75930  5.85140
C  0.09216  1.46747  1.40874
C  0.62766  1.46282  0.08566
C  -0.67538  1.14451  -5.56695
C  -3.12693  -2.23314  5.99072
C  -1.67349  1.53757  -0.08155
H  -0.14506  -2.59020  -1.93967
C  -1.32785  1.47944  1.32205
H  3.87302  -3.67922  -4.97926
C  -2.35928  0.43486  -3.90928
C  2.70124  -1.94782  3.24670
H  1.57672  -3.08851  -4.14229
C  -3.14389  1.51968  -4.31485
C  -1.07016  0.37290  -4.44247
C  -3.10309  -1.78494  3.54463
H  -3.37348  0.37668  5.06259
C  0.46319  -1.81751  2.32227
H  5.58936  -2.98048  4.89733
H  -5.84646  -2.09086  3.83557
H  -2.80305  -3.26974  5.81720
C  3.61235  -2.63743  -4.80827
H  2.66905  -0.37076  0.24861
H  2.12851  -2.45861  5.95012
C  -1.55474  2.10381  -6.05086
C  2.32596  -2.31149  -4.29899
H  0.29911  -1.90318  -0.35539

F_max = 5.80 eV Å⁻¹
Spin multiplicity = 3
Lowest unoccupied orbital energy (alpha / beta) = 0.57 / 0.25 eV
HOMO energy (alpha / beta) = -4.95 / -6.71 eV
Electronic energy = -2646.419205 hartree
Kohn-Sham gap (alpha / beta) = 5.516 / 6.965 eV
Energy relative to the best compared isomer or geometry (same formula, charge and spin) = 114.4 kcal per mole

Results of the Löwdin charge analysis, in e, for atoms 1 through 4: H 0.09; H 0.00; H 0.12; H 0.10



Entry from the Open Molecules 2025 dataset: C36H45As2FeN3S4Si3 as an isolated structure (ωB97M-V with the def2-TZVPD basis set).

CARTESIAN COORDINATES (ANGSTROEM)
H  0.59744  1.10873  7.20731
H  -4.82821  -0.18188  3.24183
C  -3.90633  -3.03320  -0.75034
C  -2.43206  0.76501  1.02815
C  1.63980  -3.99876  -1.65612
C  -2.84953  0.19516  5.14912
C  1.66828  1.94923  4.10398
C  0.60127  1.25892  6.13444
C  -1.43387  -4.32361  0.45759
H  -1.82481  0.30276  7.01315
C  1.90795  -2.23193  1.74760
C  1.00934  -1.17888  1.69686
C  3.73799  4.14179  -0.37141
H  -0.30780  1.10819  -3.55025
C  2.70030  0.23492  0.85968
C  -2.78419  -1.90894  -4.51164
H  -0.34341  -4.30839  0.48291
H  -0.05337  -3.94641  -4.36916
H  -2.08889  -2.67009  -4.85511
C  -1.59669  0.81605  3.16026
H  -3.94508  0.83347  -3.54481
H  1.39148  4.74960  2.00636
H  -3.95460  -2.37827  0.11815
C  -3.40512  0.40868  -2.69295
H  1.62449  -3.50835  -4.71726
C  -3.69360  0.36088  1.50784
H  -1.76689  -5.36298  0.53105
C  -1.77592  0.45360  5.94119
C  1.71428  1.74436  5.49070
H  2.58471  -4.26862  -2.13783
H  -4.50827  -3.92436  -0.54939
H  2.61950  1.98310  6.03218
H  -3.16249  -1.36726  -5.38315
C  -3.86970  0.13417  2.84541
S  -0.10389  2.02097  -0.90676
Si  -2.12598  -3.52689  -1.10483
C  0.66781  -3.12842  -4.34554
H  -2.57522  -4.49588  -3.38291
C  -2.16273  -4.85863  -2.44317
N  0.59462  1.68385  3.37629
S  -0.86470  3.87063  1.68835
H  -4.12316  -0.15881  -2.09538
H  4.65129  -0.65283  0.57883
C  3.62482  -0.80988  0.89427
H  -0.02300  -0.12721  -4.79995
H  -1.78348  -3.78663  1.34048
H  -4.35906  -2.49787  -1.58606
H  1.57877  -3.20609  2.09699
H  -3.06366  1.24627  -2.07770
H  3.93676  -2.88047  1.38448
C  3.23249  -2.05672  1.34758
H  2.56330  -0.96306  -1.58942
H  1.85743  -0.22874  -3.01262
H  -3.77913  -0.15890  5.58019
S  -3.37537  3.50359  -0.82226
C  1.36219  0.11361  1.26975
S  -0.45049  5.55984  -1.46599
Si  -2.01456  -0.64163  -3.33632
N  -1.40368  0.96959  1.83179
H  -3.63252  -2.40854  -4.04123
H  3.63432  7.53899  -0.35598
H  2.51336  2.35760  3.56411
As  -1.27346  3.85273  -0.47848
H  1.84599  -3.76508  -0.61545
C  3.09096  1.58757  0.42476
As  -0.89835  -1.57834  -1.48088
H  -1.16570  -5.25192  -2.64478
H  1.98211  7.06617  1.43699
Si  0.95227  -2.51271  -2.58388
C  3.42526  6.51455  -0.07367
C  4.04519  5.47964  -0.71308
H  -2.24869  0.94416  -0.02233
H  -1.34440  1.04329  -4.97411
H  -4.50395  0.27291  0.79792
C  2.16159  4.96295  1.28116
H  -0.01680  -1.37146  2.00289
Fe  0.36688  1.83387  1.40084
H  4.77213  5.66011  -1.49806
H  0.32158  -2.35548  -5.02946
N  2.39185  2.59042  0.93010
C  2.48917  6.24542  0.94585
H  4.60349  0.91166  -0.96642
C  4.40329  3.03779  -0.96051
C  2.24686  -1.16561  -2.61155
C  -0.54511  0.95124  5.37858
H  5.13256  3.21690  -1.74409
C  4.12231  1.77820  -0.53514
C  -2.79049  0.37341  3.72216
H  3.11910  -1.46859  -3.19922
C  -0.78961  0.43025  -4.25835
H  0.97821  -4.86559  -1.69763
C  -0.48693  1.15827  4.00075
C  2.75419  3.87527  0.60002
H  -2.78401  -5.68644  -2.08826

F_max = 0.62 eV Å⁻¹
Lowest unoccupied orbital energy = 4.07 eV
HOMO energy = -0.87 eV
Electronic energy = -9759.879385 hartree
Kohn-Sham gap = 4.934 eV
Energy relative to the best compared isomer or geometry (same formula, charge and spin) = 0.0 kcal per mole
Charge = -2

Results of the Löwdin charge analysis, in e, for atoms 1 through 4: H 0.10; H 0.11; C -0.22; C -0.16



Entry from the Open Molecules 2025 dataset: C36H45N3O3PTi as an isolated structure (ωB97M-V with the def2-TZVPD basis set).

CARTESIAN COORDINATES (ANGSTROEM)
H  -0.45465  -2.07967  -2.83907
H  -2.41557  3.25097  -3.28757
H  3.90562  -1.80891  -4.02438
H  4.36348  0.29665  1.37427
O  3.53807  -1.89688  -1.97752
C  -2.67919  -2.38733  -1.56931
C  1.01814  2.86322  -3.28410
O  1.91217  -0.94467  -0.86373
H  0.14896  -2.25590  4.27318
C  3.95827  1.65976  -1.27969
C  -2.92032  -0.35614  1.49766
C  -1.52663  -4.48771  -1.80536
C  -3.40854  -1.55747  1.99556
H  -4.66925  1.78007  3.44880
H  5.10609  -2.62514  -2.99542
H  0.63578  3.41322  2.51558
C  -0.09482  -2.08736  3.21993
C  4.04565  -2.48301  -3.17751
H  0.02916  -2.51454  0.45909
C  3.77529  0.95005  2.01681
H  -0.04317  -0.80471  -3.83638
H  -5.51474  -0.36097  4.35635
C  -2.55990  -3.63234  -2.16797
H  2.24629  -2.91343  1.66339
C  -2.63949  0.73783  -1.02541
N  1.49293  -1.69622  -2.98265
H  3.39864  -2.28383  2.82892
H  4.24259  0.92174  3.00573
C  2.85370  2.66152  -1.56673
C  -4.82778  1.40968  -1.83745
H  3.61112  0.81872  -0.67902
C  -4.24028  2.37575  -2.63528
H  4.78810  2.11989  -0.74655
C  -3.38239  0.84467  2.02606
H  2.00592  2.95304  0.41501
H  -0.55047  1.01206  4.90318
C  1.64593  1.98499  -2.22134
C  0.61989  -0.86720  2.72412
H  3.24502  3.32804  -2.34994
C  2.27573  -1.48213  -1.90126
H  1.74195  4.30449  -0.67029
H  0.20136  -4.74650  -0.55384
H  -4.84014  3.02845  -3.25249
C  1.38746  2.78948  3.00786
C  -0.56496  1.89966  -2.06201
H  -4.49563  -0.12340  -0.39604
H  2.36405  3.20132  2.75913
C  -4.33392  -1.55967  3.03117
H  1.24964  2.93079  4.08313
N  0.46249  1.63702  -1.34000
H  0.19547  -2.99394  2.68814
C  2.46101  3.53362  -0.39103
C  -0.91612  0.90339  3.87669
O  -0.34949  2.45098  -3.27900
C  2.81465  -2.02305  1.94244
H  3.89902  1.96129  1.63286
H  -3.02140  1.79492  1.64664
Ti  0.77493  0.36391  0.42551
P  -1.71292  -0.32652  0.14954
H  1.98281  1.04066  -2.66849
H  4.34789  1.24417  -2.21088
H  -4.70489  -2.49933  3.41500
H  -5.90135  1.28840  -1.81946
H  3.52085  -1.83023  1.13283
H  -1.73043  0.18254  3.89929
C  -1.76026  -1.98018  -0.60511
H  3.33987  4.03155  0.01936
C  -2.86139  2.50459  -2.65213
H  -1.44047  -5.46015  -2.26921
H  -3.27855  -3.93573  -2.91667
C  -0.60849  -4.09025  -0.84264
C  -4.02800  0.60789  -1.04147
H  -1.33442  1.86788  3.58278
C  2.33686  0.52123  2.11734
H  1.41821  2.70888  -4.28374
N  0.16241  -1.28410  -2.96875
H  1.80977  -2.34157  -3.69279
C  1.93473  -0.84404  2.21567
C  -0.72113  -2.83906  -0.25390
H  1.06105  3.92667  -3.02311
C  -4.31593  0.84266  3.04552
H  -3.07764  -2.49966  1.57632
H  -1.17731  -1.99877  3.15866
C  -4.78871  -0.36157  3.55551
H  3.58054  -3.45464  -3.35432
C  -2.04659  1.68700  -1.86117
C  1.28997  1.33549  2.64984
C  0.22424  0.48145  3.00054
H  -3.48640  -1.73435  -1.87318

F_max = 1.55 eV Å⁻¹
Spin multiplicity = 3
Lowest unoccupied orbital energy (alpha / beta) = -2.19 / -2.27 eV
HOMO energy (alpha / beta) = -8.55 / -9.82 eV
Electronic energy = -2979.467662 hartree
Kohn-Sham gap (alpha / beta) = 6.358 / 7.547 eV
Energy relative to the best compared isomer or geometry (same formula, charge and spin) = 22.0 kcal per mole
Charge = +1

Results of the Löwdin charge analysis, in e, for atoms 1 through 4: H 0.07; H 0.12; H 0.10; H 0.07